No. 1
12
Properties=species:S:1:pos:R:3 method="wB97M-V/def2-TZVPD" de_lowest_kcal_mol=129.3 mol_weight_g_mol=135.2 multiplicity=1 lumo_energy_ev=-0.873
C 1.157 0.154 -0.452
C -0.370 0.099 -0.337
H 0.640 -2.079 0.714
H 1.766 -1.710 2.009
H 1.259 2.438 -0.818
H 2.643 1.415 -0.966
H -2.444 -0.157 1.263
N 1.066 -1.318 1.259
N 1.760 -0.545 0.382
N 1.636 1.368 -0.990
S -1.252 1.149 0.852
S -1.236 -1.022 -0.979

---

No. 2
12
Properties=species:S:1:pos:R:3 method="wB97M-V/def2-TZVPD" de_lowest_kcal_mol=65.9 mol_weight_g_mol=135.2 multiplicity=1 lumo_energy_ev=-0.045
N -1.723 -0.498 0.738
N -0.469 -0.320 0.181
C -0.316 -0.510 -1.138
S -1.572 -0.801 -2.165
C 0.590 -0.057 1.018
N 1.600 0.701 0.854
S 1.990 1.501 -0.618
H -2.163 -1.306 0.295
H -2.249 0.394 0.479
H 0.699 -0.544 -1.531
H 0.457 -0.498 2.026
H 3.156 1.938 -0.138

---

No. 3
11
Properties=species:S:1:pos:R:3 method="wB97M-V/def2-TZVPD" de_lowest_kcal_mol=45.7 total_charge=+1 mol_weight_g_mol=85.1 multiplicity=1 lumo_energy_ev=-4.430
N -3.192 -0.398 -0.105
C -2.109 -0.033 -0.101
C -0.678 0.254 -0.023
N -0.109 1.469 0.122
N -0.107 -0.882 -0.068
N 1.371 -1.050 -0.138
H -0.614 2.280 -0.002
H 0.709 1.637 0.680
H 1.661 -0.395 -0.949
H 1.234 -2.052 -0.195
H 1.833 -0.828 0.780

---

No. 4
12
Properties=species:S:1:pos:R:3 method="wB97M-V/def2-TZVPD" de_lowest_kcal_mol=176.9 total_charge=+1 mol_weight_g_mol=101.1 multiplicity=1 lumo_energy_ev=-5.149
C -1.350 0.463 -0.250
C 1.718 -0.763 1.538
N 1.009 0.338 -0.711
N -0.182 0.474 -1.132
N 1.445 -0.029 0.389
N -2.505 0.362 -0.740
O 2.784 -0.338 0.736
H 1.633 -0.279 2.512
H 1.469 -1.766 1.548
H -0.072 0.497 -2.103
H -3.248 0.698 -0.066
H -2.702 0.342 -1.720